Molecular formula: C21H38NO4PS
Method: DFT, wB97M-V/def2-TZVPD

Values from the calculation:
net charge = 0
LUMO level = 0.54 eV
SMILES = C#CCCC[C@H]1C(=O)NC[C@H]1[PH2]=S.C1CCOC1.C1CCOC1.C1CCOC1
HOMO level = -8.522 eV
total energy = -1917.96425 a.u.

CARTESIAN COORDINATES (ANGSTROEM)
C1 -3.28355 -1.70904 -6.01837
C2 -2.09601 -1.98696 -5.50890
C3 -0.83683 -2.26888 -4.51376
C4 0.17000 -0.97910 -4.52909
C5 0.27722 -0.28406 -3.07561
C6 -1.08530 0.50019 -2.63193
C7 -1.47770 0.28222 -1.04602
O1 -2.13284 -0.70607 -0.53977
N1 -0.97099 1.48863 -0.28975
C8 -0.16554 2.32315 -1.28693
C9 -1.09612 2.11170 -2.62322
P1 -0.17402 3.08905 -3.95748
S1 -0.76415 4.97541 -3.86293
H1 -4.38975 -1.48789 -6.27730
H2 -0.25410 -3.15239 -4.95970
H3 -1.21582 -2.53144 -3.45147
H4 1.22062 -1.33749 -4.89226
H5 -0.17422 -0.21815 -5.34449
H6 0.64523 -1.04333 -2.28692
H7 1.11768 0.52577 -3.14749
H8 -1.92003 -0.07193 -3.17842
H9 -1.75816 2.16503 -0.13239
H10 -0.00407 3.43693 -1.04700
H11 0.83415 1.72184 -1.29819
H12 -2.21219 2.36688 -2.51865
H13 1.22047 3.07789 -3.62740
H14 -0.46399 2.52975 -5.25164
C10 2.59960 -0.90198 1.71620
C11 3.80831 -0.40909 0.95395
C12 3.21654 -0.08555 -0.40331
O2 1.85641 0.31064 -0.17998
C13 1.50046 -0.01171 1.17531
H15 2.70633 -0.83498 2.80046
H16 2.39705 -1.94653 1.45549
H17 4.19391 0.50390 1.42067
H18 4.62175 -1.13567 0.90168
H19 3.20610 -0.96768 -1.05310
H20 3.75413 0.71756 -0.91452
H21 1.43722 0.92583 1.73625
H22 0.52180 -0.49521 1.19396
C14 -0.21238 4.19887 4.38996
C15 -1.23177 3.09871 4.57008
C16 -0.98564 2.23685 3.34838
O3 0.40516 2.36611 3.02193
C17 0.95645 3.44961 3.78343
H23 0.04681 4.71409 5.31701
H24 -0.58976 4.94179 3.67878
H25 -1.00741 2.53064 5.47939
H26 -2.26028 3.45876 4.63757
H27 -1.56538 2.59011 2.48910
H28 -1.22597 1.18505 3.52204
H29 1.59831 3.01994 4.56033
H30 1.56890 4.08092 3.13507
C18 -0.97211 -4.86652 2.22380
C19 -1.42277 -4.05038 1.03425
C20 -1.13861 -2.63570 1.49598
O4 -0.01257 -2.70722 2.38386
C21 0.23132 -4.08257 2.70709
H31 -0.73465 -5.90417 1.98047
H32 -1.75275 -4.86453 2.99236
H33 -0.80306 -4.29088 0.16332
H34 -2.46843 -4.20824 0.76317
H35 -1.98301 -2.22375 2.05856
H36 -0.91136 -1.96326 0.66826
H37 1.14295 -4.39276 2.18410
H38 0.39484 -4.18460 3.78273


Molecular formula: C21H38NiOSb2
Method: DFT, wB97M-V/def2-TZVPD

Values from the calculation:
2S+1 = 3
net charge = 0
LUMO level (spin up / spin down) = 0.63 / 0.61 eV
HOMO level (spin up / spin down) = -5.442 / -6.785 eV
total energy = -2886.85924 a.u.
<S²> = 2.02

CARTESIAN COORDINATES (ANGSTROEM)
Ni1 0.11788 0.03352 -0.19771
C1 2.00280 -1.80472 -3.23754
Sb1 1.67211 0.06231 -2.23992
C2 1.47956 1.25563 -4.01502
C3 3.75738 0.52735 -1.85370
C4 3.83649 1.79279 -1.04319
C5 3.75389 3.01703 -1.71122
C6 3.75338 4.22557 -1.03449
C7 3.84853 4.22846 0.34887
C8 3.94832 3.02432 1.02564
C9 3.94343 1.79655 0.36022
C10 4.00305 0.53475 1.17606
Sb2 1.97318 -0.11762 1.60374
C11 2.47272 -1.83510 2.79447
C12 1.65356 1.25766 3.20854
H1 2.81423 -1.69904 -3.95829
H2 1.09491 -2.09947 -3.76362
H3 2.25513 -2.58429 -2.51971
H4 2.27803 1.00981 -4.71633
H5 1.53542 2.31611 -3.77012
H6 0.51505 1.06134 -4.48296
H7 4.26826 0.64339 -2.81151
H8 4.20047 -0.32806 -1.34643
H9 3.69483 3.01370 -2.79487
H10 3.69046 5.15533 -1.58567
H11 3.86073 5.16094 0.89878
H12 4.04049 3.02790 2.10647
H13 4.51315 0.71759 2.12329
H14 4.53247 -0.26888 0.66536
H15 3.22080 -1.58119 3.54624
H16 2.86490 -2.63205 2.16287
H17 1.57515 -2.20071 3.29348
H18 2.46286 1.18617 3.93596
H19 0.70575 1.04262 3.70096
H20 1.61394 2.26837 2.80271
C13 -1.98551 3.10335 -0.02164
C14 -0.97577 3.94346 -0.81751
C15 0.36484 3.22549 -0.57534
O1 0.09765 2.17364 0.37013
C16 -1.11100 2.51350 1.06456
H21 -2.38175 2.28797 -0.62847
H22 -2.81124 3.69459 0.37184
H23 -0.93392 4.96244 -0.43155
H24 -1.22665 3.99705 -1.87543
H25 1.12461 3.89085 -0.15973
H26 0.76741 2.76322 -1.47450
H27 -0.88629 3.25094 1.84479
H28 -1.49925 1.59934 1.50617
C17 -3.28649 -2.32722 -0.85804
C18 -2.04695 -2.09735 0.01970
C19 -2.35800 -2.57791 1.44505
C20 -0.88861 -2.93283 -0.53666
C21 -1.67479 -0.62626 0.04466
H29 -3.56563 -3.38635 -0.88426
H30 -3.09417 -1.99437 -1.88060
H31 -4.13529 -1.75806 -0.47172
H32 -2.63495 -3.63845 1.45285
H33 -3.18342 -2.00283 1.87100
H34 -1.48269 -2.44075 2.08623
H35 -1.12431 -4.00261 -0.53928
H36 0.01169 -2.78637 0.07119
H37 -0.66342 -2.62761 -1.56284
H38 -2.57097 -0.05233 0.31710


Molecular formula: C21H39CuNP2
Method: DFT, wB97M-V/def2-TZVPD

Values from the calculation:
2S+1 = 2
net charge = 0
LUMO level (spin up / spin down) = -1.78 / -1.80 eV
HOMO level (spin up / spin down) = -4.534 / -4.481 eV
total energy = -3201.03960 a.u.
<S²> = 0.76

CARTESIAN COORDINATES (ANGSTROEM)
P1 0.66781 0.51782 2.73736
P2 1.59038 -0.22904 -2.68724
C1 0.65810 0.64006 0.24086
C2 0.51041 0.40813 -1.22382
H1 1.59229 0.97510 0.62203
H2 -0.06063 1.39677 0.44201
H3 -0.34558 -0.26526 -1.27096
H4 0.19421 1.33917 -1.77265
C3 1.50520 1.23773 -3.77210
H5 2.33215 0.92748 -4.39472
H6 1.77156 2.13065 -3.23305
H7 0.62533 1.43328 -4.37189
C4 0.31399 -1.46282 -3.41665
H8 -0.43135 -1.25568 -4.20669
H9 -0.15310 -2.09263 -2.64499
H10 1.06252 -2.12385 -3.87493
C5 0.66138 2.03289 3.68494
H11 1.35369 1.86521 4.49594
H12 -0.31370 2.33970 4.01784
H13 1.04532 2.74716 2.97648
C6 -0.54995 -0.49216 3.61284
H14 -0.83614 -1.30981 2.91215
H15 -1.45802 0.04769 3.93455
H16 0.02249 -0.83669 4.50391
Cu1 -2.37842 -0.47948 0.16233
C7 -2.73061 0.82634 -1.43776
C8 -1.92484 1.86769 -1.81238
C9 -1.81242 3.28359 -1.37604
C10 -2.36091 3.44496 0.04773
C11 -1.94604 2.35488 0.97590
C12 -2.67825 1.21345 1.23102
C13 -4.03140 0.97471 0.67127
C14 -4.06212 1.19366 -0.84477
C15 2.42284 -0.17744 3.01891
H17 -2.62840 -0.14665 -1.94720
H18 -1.21983 1.70119 -2.60515
H19 -2.39446 3.94444 -2.04106
H20 -0.76366 3.67917 -1.37872
H21 -1.89500 4.36791 0.40358
H22 -3.44415 3.63736 0.08391
H23 -1.03592 2.61218 1.55176
H24 -2.35754 0.47799 1.94630
H25 -4.70913 1.65406 1.14888
H26 -4.41549 -0.03784 0.85458
H27 -4.81123 0.50736 -1.23572
H28 -4.33072 2.21872 -1.10857
H29 2.56685 -1.09564 2.40119
H30 2.60329 -0.39338 4.11807
H31 3.04590 0.69564 2.67148
C16 0.35363 -4.44059 0.76217
C17 1.42971 -3.74719 0.06208
C18 2.53865 -4.52801 -0.33847
C19 3.48973 -3.66081 -0.77354
C20 2.95656 -2.34789 -0.65911
C21 3.76622 -1.12508 -0.74705
N1 1.66438 -2.43359 -0.19724
H32 -0.16166 -5.13731 0.10608
H33 -0.34084 -3.75482 1.22817
H34 0.80896 -5.11435 1.50105
H35 2.60622 -5.61234 -0.31488
H36 4.44235 -3.93111 -1.21189
H37 4.79075 -1.35900 -0.44250
H38 3.79935 -0.71471 -1.75595
H39 3.38926 -0.38897 -0.02971


Molecular formula: C21H39F9N2OReS5SbSi
Method: DFT, wB97M-V/def2-TZVPD

Values from the calculation:
net charge = +2
LUMO level = -8.62 eV
HOMO level = -14.484 eV
total energy = -4505.65019 a.u.

CARTESIAN COORDINATES (ANGSTROEM)
Re1 -0.99624 0.11551 1.96433
S1 2.28458 3.81491 1.90568
Sb1 0.09426 3.61163 1.88280
S2 -0.46562 1.61124 3.44007
S3 -0.10234 1.30527 0.36238
S4 -1.74810 4.73430 1.59437
C1 -2.13046 2.76252 -1.80331
C2 -1.78768 1.44481 -2.51713
C3 -2.97241 0.49555 -2.28362
C4 -1.67478 1.70201 -4.03356
Si1 -0.12336 0.70687 -1.93732
C5 1.45782 1.67673 -2.40382
C6 2.63900 1.45549 -1.44153
C7 1.89024 1.22256 -3.81166
C8 1.19408 3.19167 -2.43509
C9 -0.00512 -1.19670 -1.87223
C10 -1.06556 -1.84429 -0.97678
C11 -0.23380 -1.71728 -3.30721
C12 1.37629 -1.66630 -1.39564
H1 -3.03296 3.17728 -2.25768
H2 -1.35437 3.52248 -1.87686
H3 -2.35764 2.60022 -0.74612
H4 -3.87713 0.98735 -2.64502
H5 -3.12080 0.28160 -1.22540
H6 -2.88267 -0.44442 -2.82652
H7 -2.64181 2.05931 -4.39212
H8 -1.44002 0.79412 -4.59173
H9 -0.93550 2.46107 -4.28619
H10 2.97729 0.42356 -1.39965
H11 2.41685 1.79797 -0.42769
H12 3.47807 2.05829 -1.79330
H13 2.21713 0.18263 -3.82356
H14 2.74008 1.83081 -4.12814
H15 1.10645 1.34787 -4.55894
H16 0.89692 3.57823 -1.45599
H17 0.44189 3.48586 -3.16391
H18 2.12201 3.69906 -2.70400
H19 -2.08258 -1.68986 -1.32325
H20 -1.01045 -1.48742 0.06264
H21 -0.88630 -2.92013 -0.92256
H22 -1.22975 -1.48298 -3.68014
H23 -0.13311 -2.80458 -3.30927
H24 0.49677 -1.32352 -4.01339
H25 1.64641 -1.24196 -0.42466
H26 2.16225 -1.41765 -2.10677
H27 1.36595 -2.75357 -1.29481
C13 4.93760 0.01295 1.58285
C14 4.00008 0.46719 2.68951
N1 2.60688 0.05445 2.45651
C15 2.12964 -1.14084 2.73730
S5 0.43976 -1.60622 2.45434
N2 2.89233 -2.09654 3.23228
C16 2.49302 -3.46353 3.60545
C17 2.57820 -4.42540 2.43438
H28 5.94520 0.36440 1.79823
H29 4.62972 0.43138 0.62486
H30 4.97807 -1.07190 1.48105
H31 3.98015 1.55337 2.75505
H32 4.30348 0.10457 3.67496
H33 1.99972 0.73829 2.02368
H34 3.87995 -1.89569 3.30503
H35 1.49134 -3.42449 4.03220
H36 3.16520 -3.75926 4.41000
H37 1.87765 -4.15277 1.64494
H38 2.33496 -5.43104 2.77091
H39 3.58365 -4.44594 2.01598
F1 -5.47449 0.63361 0.61800
C18 -5.16065 0.60256 1.90569
F2 -4.85929 1.83959 2.28666
F3 -6.20007 0.16544 2.60724
C19 -3.93525 -0.33090 2.15204
O1 -2.82915 0.27039 1.55094
C20 -4.14362 -1.74413 1.53436
F4 -5.15804 -2.38003 2.08508
F5 -4.33799 -1.65640 0.22341
F6 -3.02052 -2.46585 1.72447
C21 -3.61233 -0.44116 3.66388
F7 -3.58691 0.73843 4.25002
F8 -2.29413 -0.91586 3.71181
F9 -4.34796 -1.27675 4.34120


Molecular formula: C21H39FI2NO5
Method: DFT, wB97M-V/def2-TZVPD

Values from the calculation:
net charge = +1
LUMO level = -4.25 eV
HOMO level = -12.001 eV
total energy = -1949.52117 a.u.

CARTESIAN COORDINATES (ANGSTROEM)
C1 -2.66045 2.55145 -1.43136
C2 -2.80033 1.16267 -1.96337
O1 -1.86617 0.48334 -2.31684
O2 -4.06437 0.74737 -1.98198
C3 -4.28328 -0.67377 -1.91488
C4 -3.81764 -1.28793 -0.61018
C5 -4.04099 -0.38687 0.61581
C6 -4.11485 -1.20553 1.91242
C7 -3.38871 -0.59735 3.12091
C8 -1.94469 -0.18452 2.80889
C9 -1.04376 -0.11000 4.04499
C10 0.09775 0.92215 3.92373
C11 1.36433 0.40802 3.30875
N1 1.34380 -0.38494 2.20982
C12 2.43667 -0.86739 1.57966
C13 2.33370 -1.70740 0.32783
I1 0.43049 -2.67152 0.18060
C14 2.70787 -0.82368 -0.89867
C15 1.87638 -1.01011 -2.15533
I2 4.78010 -1.05995 -1.36593
C16 3.67440 -0.53668 2.09380
C17 3.76291 0.24800 3.22528
C18 2.60983 0.71075 3.81848
F1 2.68967 1.48231 4.89219
H1 -1.64258 2.71385 -1.09632
H2 -3.33654 2.71185 -0.59663
H3 -2.90666 3.28984 -2.19062
H4 -5.35742 -0.79582 -2.01885
H5 -3.82960 -1.18905 -2.75763
H6 -2.74139 -1.43067 -0.68061
H7 -4.30949 -2.24430 -0.45869
H8 -4.94608 0.20235 0.48474
H9 -3.20515 0.30867 0.63716
H10 -5.16764 -1.29121 2.17526
H11 -3.74899 -2.22121 1.76682
H12 -3.33401 -1.38014 3.87992
H13 -3.95268 0.21848 3.56719
H14 -1.96597 0.80353 2.34674
H15 -1.57684 -0.87035 2.04149
H16 -1.65701 0.23423 4.87370
H17 -0.62102 -1.07987 4.30088
H18 0.36383 1.27775 4.91412
H19 -0.23775 1.79607 3.36504
H20 0.42886 -0.63403 1.82993
H21 3.05884 -2.50350 0.44866
H22 2.58870 0.21090 -0.58816
H23 1.79727 -2.05196 -2.45106
H24 0.89955 -0.55734 -2.02311
H25 2.36619 -0.49209 -2.97660
H26 4.57111 -0.88542 1.60925
H27 4.73867 0.50109 3.61395
C19 3.13667 4.24314 2.24511
O3 4.16392 3.30046 1.94672
H28 3.45492 5.20163 1.84674
H29 2.18979 3.96519 1.77082
H30 2.98792 4.34344 3.32343
H31 3.89484 2.44776 2.29332
C20 4.62950 0.41976 -5.28414
O4 4.07231 -0.85901 -5.56912
H32 4.21674 0.74091 -4.33012
H33 5.71782 0.37157 -5.19754
H34 4.35722 1.15061 -6.04919
H35 4.42495 -1.16005 -6.41057
C21 -1.64108 -2.52799 -4.98212
O5 -1.70786 -2.27399 -3.58113
H36 -2.03275 -3.52753 -5.15186
H37 -2.24648 -1.81176 -5.54366
H38 -0.61083 -2.48679 -5.34490
H39 -1.36646 -1.38743 -3.42299


Molecular formula: C21H40NO24S3
Method: DFT, wB97M-V/def2-TZVPD

Values from the calculation:
net charge = -1
LUMO level = 1.75 eV
HOMO level = -6.362 eV
total energy = -3878.73306 a.u.

CARTESIAN COORDINATES (ANGSTROEM)
N1 -0.21891 -0.13240 0.36242
O1 0.22300 -0.99829 1.20483
O2 -0.27429 1.07816 0.73963
O3 -0.93271 -0.61499 -0.56391
O4 -0.17041 -1.05619 -4.60936
S1 -1.47396 -1.51637 -4.83716
O5 -2.50272 -0.57312 -5.26863
O6 -1.29254 -2.51403 -6.12877
C1 -0.81135 -1.92073 -7.27787
C2 -0.98981 -2.96958 -8.45522
C3 -2.00055 -2.60529 -3.47872
H1 0.14037 -1.66572 -7.10790
H2 -1.52653 -1.12810 -7.57571
H3 -1.99867 -3.15775 -8.59139
H4 -0.41597 -3.67850 -8.26289
H5 -0.59230 -2.49750 -9.25052
H6 -2.85177 -3.18144 -3.70664
H7 -2.14686 -1.99854 -2.53652
H8 -1.30625 -3.16914 -3.35329
O7 0.44948 -5.76596 3.61908
S2 -0.76549 -5.10429 3.60124
O8 -0.86354 -3.81494 4.16676
O9 -1.12175 -5.01978 2.00877
C4 -0.02211 -4.46123 1.31863
C5 -0.65557 -4.04270 -0.05994
C6 -2.12303 -5.97941 4.33293
H9 0.82679 -5.32027 1.03121
H10 0.33996 -3.54706 1.80029
H11 -0.95492 -4.88760 -0.50600
H12 0.15179 -3.61212 -0.71439
H13 -1.50032 -3.36181 0.03227
H14 -2.01582 -5.85684 5.41515
H15 -1.83615 -6.98137 3.97049
H16 -3.06682 -5.63465 3.98556
O10 1.71346 4.58132 2.66030
S3 2.08218 4.82992 1.27418
O11 2.67630 3.71155 0.53070
O12 0.71643 5.31155 0.41828
C7 -0.41038 4.45175 0.74668
C8 -1.58311 5.32020 0.19145
C9 3.07401 6.28316 1.28303
H17 -0.39455 4.01866 1.69992
H18 -0.47709 3.49519 0.20436
H19 -1.88427 6.33959 0.61157
H20 -2.64866 4.65519 0.42508
H21 -1.75970 5.54686 -0.68171
H22 2.55425 7.08497 1.65920
H23 3.57767 6.49524 0.46599
H24 3.92551 5.89186 2.07421
C10 -4.45048 -0.26569 -1.30416
C11 -5.78711 -0.40384 -0.45619
O13 -6.12853 1.06262 -0.34917
C12 -4.96605 1.78388 -0.36757
O14 -4.86156 2.97241 0.06381
O15 -3.98898 1.05403 -0.86175
H25 -4.72037 -0.24076 -2.56570
H26 -3.74170 -1.09257 -1.17645
H27 -5.49747 -0.97866 0.44093
H28 -6.50259 -0.89464 -0.60221
C13 3.56698 0.42037 1.90501
C14 3.85049 1.73670 2.82225
O16 4.54967 1.01189 3.81127
C15 5.16268 -0.10676 3.42939
O17 6.04813 -0.65448 4.07483
O18 4.62451 -0.39875 2.23607
H29 3.61108 0.85070 0.86492
H30 2.39713 0.12122 2.22542
H31 2.83868 2.12803 3.08061
H32 4.38759 2.50777 2.27964
C16 3.10840 1.14362 -1.99365
C17 1.74588 1.81964 -2.37833
O19 1.76327 1.91215 -3.76394
C18 2.76964 1.55982 -4.23684
O20 3.00142 1.48361 -5.50946
O21 3.70480 1.08453 -3.28746
H33 2.97787 0.30712 -1.34464
H34 3.68953 1.83904 -1.50339
H35 1.46143 2.72405 -1.85641
H36 0.98152 1.18728 -1.91149
C19 0.86973 -0.65435 4.68524
C20 0.09771 0.64853 4.29674
O22 0.62352 1.64106 5.03591
C21 1.49035 1.21387 5.87397
O23 1.94564 1.85786 6.78693
O24 1.88893 -0.04959 5.56213
H37 1.16359 -1.26134 3.89856
H38 0.15398 -1.24560 5.48533
H39 -0.78025 0.83428 4.44825
H40 0.08864 1.01352 3.29390